A 2-piece molecular cluster, C8H9N4 overall, computed with ωB97M-V with the def2-TZVPD basis set.

Structure (XYZ):
```
21
Properties=species:S:1:pos:R:3:nbo_charge:R:1
C -0.296 1.054 0.502 0.089
H -1.377 -1.866 -0.833 0.256
H -2.190 2.129 -0.002 0.276
C -1.898 0.287 -1.041 -0.504
C 0.597 1.555 1.400 -0.198
H 1.851 -1.420 2.663 0.228
C 1.392 -0.704 2.066 0.032
C -0.247 -0.413 0.460 0.027
H -1.025 2.189 -1.214 0.270
N 1.814 -2.392 -2.322 -0.434
H 1.691 1.099 3.258 0.254
C -1.358 1.563 -0.403 -0.464
N 1.140 -1.477 -2.216 0.306
H 0.828 2.628 1.604 0.253
N 0.430 -0.636 -2.113 -0.167
H -1.798 0.297 -2.153 0.302
N 0.578 -1.249 1.155 -0.334
C 1.340 0.703 2.275 -0.111
H -2.910 -0.031 -0.889 0.280
C -1.185 -0.849 -0.494 0.230
H 2.627 -2.466 -1.703 0.408
```

Calculated values
Lowest unoccupied orbital energy (alpha / beta)   -5.99 / -5.99 eV
DFT total energy   -14391.3293 eV
Net charge   +1
Kohn-Sham gap (alpha / beta)   7.6682 / 7.6687 eV
Largest force on an atom   6.833 eV Å⁻¹

=====

A 2-piece molecular cluster, C8H9NO3 overall, computed with ωB97M-V with the def2-TZVPD basis set.

Structure (XYZ):
```
21
Properties=species:S:1:pos:R:3:nbo_charge:R:1
H 0.731 -5.719 -0.206 0.212
H 1.954 -4.564 0.454 0.237
O 1.030 0.461 1.100 -0.226
H -1.013 -7.758 3.448 0.216
C -0.583 -6.775 3.258 -0.202
C 0.293 -4.193 2.742 -0.097
C 0.884 -4.812 0.392 -0.650
C -0.596 -5.803 4.261 -0.218
H -0.120 -2.367 1.742 0.254
C -0.119 -6.438 2.002 -0.236
H 0.467 -2.206 3.446 0.175
C -0.161 -4.511 3.998 -0.194
N 0.204 -0.409 1.338 0.505
O 1.761 -2.293 1.814 -0.276
C 0.352 -5.144 1.741 0.088
H -0.980 -6.049 5.237 0.213
C 0.651 -2.704 2.458 -0.157
H 0.349 -3.936 -0.014 0.212
O -1.016 -0.322 1.386 -0.275
H -0.158 -3.712 4.746 0.210
H -0.136 -7.150 1.197 0.207
```

Calculated values
Lowest unoccupied orbital energy (alpha / beta)   -2.34 / -1.68 eV
DFT total energy   -16068.1045 eV
Net charge   0
Kohn-Sham gap (alpha / beta)   6.8242 / 7.4857 eV
Largest force on an atom   4.612 eV Å⁻¹

=====

One molecule with the formula C8H9NO3, computed with ωB97M-V with the def2-TZVPD basis set.

Structure (XYZ):
```
21
Properties=species:S:1:pos:R:3:nbo_charge:R:1
H 1.857 -2.116 -0.912 0.210
N 3.693 -0.699 0.554 -0.789
H 0.469 2.423 0.635 0.220
C -2.252 0.945 -0.098 -0.177
O -2.380 -0.587 1.698 -0.672
H 4.236 0.071 0.998 0.389
C 2.078 1.027 0.546 -0.276
C -2.332 -0.504 0.360 0.763
O -1.244 1.097 -1.129 -0.509
C 0.407 -0.565 -1.099 -0.212
C 0.034 0.666 -0.648 0.204
O -2.487 -1.483 -0.422 -0.556
C 0.878 1.493 0.147 -0.227
C 1.616 -1.081 -0.614 -0.278
H -3.165 1.196 -0.482 0.215
H 2.745 1.645 1.121 0.202
H -2.893 0.132 2.025 0.486
H -1.854 1.540 0.767 0.176
H 4.120 -1.566 0.246 0.404
H -0.302 -1.045 -1.650 0.241
C 2.542 -0.248 0.105 0.185
```

Calculated values
SMILES string   Nc1ccc(OCC(=O)O)cc1
Lowest unoccupied orbital energy   0.57 eV
DFT total energy   -16072.9956 eV
Net charge   0
Kohn-Sham gap   8.1759 eV
Largest force on an atom   4.980 eV Å⁻¹

=====

One molecule with the formula C8H9NO3S, computed with ωB97M-V with the def2-TZVPD basis set.

Structure (XYZ):
```
22
Properties=species:S:1:pos:R:3:nbo_charge:R:1
H -3.640 -1.370 0.940 0.219
C -2.002 -1.903 -0.093 -0.192
O 2.249 -1.910 0.000 -0.922
H 1.888 1.934 -0.252 0.391
H 4.275 0.200 0.175 0.522
H 1.346 0.125 -1.941 0.236
C -0.839 -1.609 -0.711 -0.193
O 2.127 0.014 1.451 -0.967
C -0.244 1.932 0.397 -0.235
N 0.916 1.724 -0.564 -0.608
S 2.170 -0.490 0.121 2.338
H -0.034 2.008 1.434 0.215
H -0.102 -2.217 -1.115 0.233
H -3.003 1.247 0.886 0.221
C -2.787 -0.930 0.505 -0.216
O 3.501 0.240 -0.374 -0.933
C -1.084 0.721 -0.007 -0.007
H -2.202 -2.941 0.049 0.215
C 0.974 0.298 -0.972 -0.297
C -2.378 0.367 0.609 -0.184
C -0.445 -0.294 -0.625 -0.041
H -0.686 2.854 0.088 0.204
```

Calculated values
SMILES string   O=S(=O)(O)[C@@H]1NCc2ccccc21
Lowest unoccupied orbital energy   0.56 eV
DFT total energy   -26908.0413 eV
Net charge   0
Kohn-Sham gap   9.8846 eV
Largest force on an atom   4.570 eV Å⁻¹

=====

An isolated ion of composition C8H9O2 and charge -1, computed with ωB97M-V with the def2-TZVPD basis set.

Structure (XYZ):
```
19
Properties=species:S:1:pos:R:3:nbo_charge:R:1
C 0.461 -0.013 -1.824 -0.446
H 1.036 1.935 0.126 0.225
H -2.654 0.882 0.979 0.181
C -1.891 0.178 0.977 -0.618
O 0.007 -1.672 1.725 -0.636
C -0.627 0.505 0.191 -0.183
H -2.299 -0.764 0.684 0.209
H -0.400 2.209 1.158 0.178
H 0.828 1.083 1.673 0.204
H 0.338 -0.086 -2.912 0.188
C 1.670 -0.646 -1.365 0.495
C 0.292 1.451 0.757 -0.608
H 2.342 -2.093 0.053 0.230
C -0.683 0.196 -1.122 -0.134
O 2.744 -0.776 -2.024 -0.692
C 0.550 -1.254 0.726 0.650
H -1.711 0.097 2.032 0.212
C 1.555 -1.308 -0.078 -0.634
H -1.558 0.074 -1.756 0.179
```

Calculated values
SMILES string   CC(C)=C/C=C(/[O-])C=C=O
Lowest unoccupied orbital energy   3.82 eV
DFT total energy   -12535.2643 eV
Net charge   -1
Kohn-Sham gap   6.5363 eV
Largest force on an atom   4.700 eV Å⁻¹

=====

An isolated ion of composition C8H9O4 and charge +1, computed with ωB97M-V with the def2-TZVPD basis set.

Structure (XYZ):
```
21
Properties=species:S:1:pos:R:3:nbo_charge:R:1
H 3.371 2.399 -0.306 0.234
O -4.213 -0.677 -0.003 -0.337
O -4.663 1.561 0.420 -0.359
H -2.046 1.103 -0.379 0.207
H -0.149 -1.340 0.819 0.524
H 3.839 -0.605 -0.255 0.245
C 0.967 -0.034 0.022 0.807
C -3.144 -1.549 -0.352 -0.131
O 0.811 -1.191 0.603 -0.604
H 1.606 2.388 -1.078 0.234
C 3.422 -0.144 0.590 -0.671
C -1.406 0.229 -0.240 -0.163
C -1.836 -1.057 -0.441 -0.293
H 3.359 -0.766 1.436 0.254
H -3.328 -2.510 -0.456 0.221
C 2.412 1.871 -0.545 -0.237
O -0.067 0.643 -0.336 -0.391
H 4.299 0.469 0.943 0.249
H -1.166 -1.878 -0.668 0.251
C -4.379 0.448 0.222 1.088
C 2.312 0.640 0.002 -0.128
```

Calculated values
Lowest unoccupied orbital energy (alpha / beta)   -4.28 / -4.28 eV
DFT total energy   -16618.9098 eV
Net charge   +1
Kohn-Sham gap (alpha / beta)   6.8897 / 6.8907 eV
Largest force on an atom   5.410 eV Å⁻¹

=====

C8H9O6PSc as an isolated structure, computed with ωB97M-V with the def2-TZVPD basis set.

Structure (XYZ):
```
25
Properties=species:S:1:pos:R:3:nbo_charge:R:1
C 1.337 -1.750 -0.171 0.447
C -0.096 -0.083 -3.163 0.424
H -1.451 2.012 3.809 0.266
H 0.588 -1.318 4.889 0.293
C 1.712 2.069 3.208 -1.008
H 2.104 2.699 4.022 0.333
H 2.150 -0.965 4.125 0.273
O 0.101 0.136 -4.275 -0.355
H -1.593 0.481 4.696 0.294
H 2.558 1.598 2.688 0.274
C 1.371 -0.541 4.783 -0.983
Sc -0.134 -0.199 0.741 1.577
H -0.941 1.933 5.511 0.319
O -1.802 2.522 -0.602 -0.210
C -0.962 1.383 4.571 -0.984
C -1.838 -1.442 -0.209 0.446
H 1.180 2.712 2.492 0.263
H 1.811 -0.355 5.757 0.316
P 0.605 0.815 3.889 1.866
C 1.459 1.087 -0.162 0.433
O 2.217 1.682 -0.809 -0.212
O 0.035 -0.051 2.702 -1.110
O -2.686 -2.053 -0.711 -0.200
C -1.294 1.610 -0.086 0.445
O 2.069 -2.470 -0.706 -0.208
```

Calculated values
Lowest unoccupied orbital energy   -14.66 eV
DFT total energy   -50686.2478 eV
Net charge   +3
Kohn-Sham gap   7.9968 eV
Largest force on an atom   7.749 eV Å⁻¹

=====

A 2-piece molecular cluster, C8HBBrClO12P overall, computed with ωB97M-V with the def2-TZVPD basis set.

Structure (XYZ):
```
25
Properties=species:S:1:pos:R:3:nbo_charge:R:1
O 5.445 -0.912 -2.181 -0.966
C 1.834 1.934 -0.718 0.770
C -3.914 0.034 3.325 0.668
Br 4.055 0.195 0.688 0.108
C -0.788 -0.624 0.282 0.679
O 0.300 -1.005 -0.064 -0.587
O -4.295 0.465 4.378 -0.553
C -4.555 -1.073 2.535 0.668
Cl 3.130 -2.824 -1.588 -0.311
O 1.900 2.307 -2.069 -0.536
C 1.745 1.045 -2.692 0.800
C 2.892 0.782 -0.721 -0.095
P 3.872 -1.152 -2.640 1.113
H 5.525 -0.531 -1.287 0.495
O -5.539 -1.685 2.845 -0.553
C -1.636 0.383 -0.440 0.671
O -3.851 -1.273 1.424 -0.648
O -1.426 -1.031 1.369 -0.638
C 2.857 0.244 -1.952 -0.498
O -1.345 0.947 -1.460 -0.562
O -2.843 0.469 2.667 -0.647
O -2.767 0.556 0.233 -0.640
O 1.157 2.343 0.110 -0.448
B -2.723 -0.319 1.424 1.144
O 0.969 0.722 -3.466 -0.436
```

Calculated values
Lowest unoccupied orbital energy   1.21 eV
DFT total energy   -125420.2160 eV
Net charge   -1
Kohn-Sham gap   8.4427 eV
Largest force on an atom   4.795 eV Å⁻¹

=====

C8HF14N9OV as an isolated structure, computed with ωB97M-V with the def2-TZVPD basis set.

Structure (XYZ):
```
34
Properties=species:S:1:pos:R:3:nbo_charge:R:1
N 1.066 1.267 -1.375 -0.536
N -0.605 1.937 -2.971 -0.580
C -0.684 -3.134 1.657 0.971
F -0.642 -3.811 -1.074 -0.311
O -0.182 -0.921 0.955 -0.805
C -0.558 -2.502 -0.806 0.958
N 2.421 1.183 -1.432 -0.100
N -2.909 2.200 -2.439 -0.377
F 0.849 2.819 3.907 -0.319
F -2.003 -3.172 1.444 -0.310
N -3.623 1.971 -1.315 -0.070
F -0.229 -4.395 1.609 -0.318
V -0.056 0.777 0.189 1.560
F -0.486 -2.674 2.889 -0.299
F 2.211 -1.531 -0.003 -0.293
F 1.730 2.833 1.310 -0.338
F -1.775 -1.973 -0.921 -0.297
F -0.633 1.325 3.403 -0.316
C 1.558 -2.507 0.623 0.964
F 0.210 -1.935 -1.746 -0.307
C 0.691 1.706 -2.590 0.464
F 1.871 -3.665 0.024 -0.315
N -1.605 1.462 -0.843 -0.538
C 0.499 2.294 1.586 0.232
N 1.735 1.889 -3.368 -0.379
C -1.676 1.874 -2.120 0.466
F 2.009 -2.556 1.880 -0.309
F -0.400 3.335 1.543 -0.342
C 0.024 -2.220 0.610 0.010
N -2.875 1.543 -0.368 -0.105
F 1.481 0.878 3.187 -0.316
H -0.760 2.324 -3.886 0.430
C 0.554 1.837 3.041 0.897
N 2.794 1.545 -2.601 -0.071
```

Calculated values
Spin multiplicity   3
Lowest unoccupied orbital energy (alpha / beta)   2.26 / 2.95 eV
DFT total energy   -87507.1314 eV
Net charge   -1
Kohn-Sham gap (alpha / beta)   8.3971 / 9.0870 eV
Largest force on an atom   0.338 eV Å⁻¹